58
Properties=species:S:1:pos:R:3:forces:R:3 method="wB97M-V/def2-TZVPD" fmax_ha_per_bohr=0.0538 e_above_lowest_ev=1.696 gap_ev="7.8 / 5.7" total_charge=+1 homo_energy_ev="-11.560 / -11.524" multiplicity=4 total_energy_ev=-91245.3338 e_lumo_ev="-3.760 / -5.776"
N -5.89310 -1.52181 4.17586 -0.1 -0.3 0.2
C -0.99553 3.28199 -1.20381 0.2 -0.1 0.1
C 1.73440 2.93525 -0.63502 0.0 -0.2 0.3
O 1.72735 1.96287 1.99649 1.1 -0.4 -0.1
H -0.59904 3.68881 -2.13422 0.0 0.0 0.0
C 1.36748 0.73572 -2.75449 0.0 0.0 0.0
O 4.90232 -2.95603 0.54064 0.0 -0.1 -0.1
N 2.36698 -1.80012 0.62328 0.2 0.0 0.1
O 1.13273 3.48298 3.67927 0.4 0.7 1.3
C -3.50145 0.22295 -1.55218 0.1 0.1 0.3
S -2.54559 -0.57435 2.70252 0.6 0.2 -0.6
P -1.97910 -0.29720 -0.68717 -0.4 -0.5 -0.7
H 3.29204 -0.08181 -0.11014 0.0 0.0 0.0
C 0.30470 0.76246 -1.85974 0.0 0.0 0.1
C -0.66516 -0.24490 -1.94356 0.1 0.1 0.2
H -3.46420 1.27611 -1.82106 0.0 0.0 0.0
H 2.57675 2.30894 -0.34517 0.0 0.1 -0.1
H 1.68270 3.78165 0.04498 0.0 -0.1 -0.1
C 3.42742 -1.16226 -0.14758 0.8 0.2 -0.3
H -2.60001 -2.57807 -1.31631 0.0 0.1 -0.1
H -4.35336 0.05992 -0.89223 0.0 0.0 0.0
H 1.74788 -3.60295 1.49809 0.0 0.1 0.0
H 3.36106 -1.51311 -1.18559 0.0 0.1 0.1
H 0.54808 -2.00058 -4.56907 0.0 0.0 -0.1
N -6.58610 2.59572 2.77463 -0.3 0.4 -0.1
H -1.40751 -2.53660 0.00988 0.0 -0.1 0.0
C 4.78628 -1.56003 0.44682 -0.2 0.3 -0.1
H 5.58760 -1.22588 -0.21364 -0.1 0.1 0.1
N 0.39113 -0.48256 1.18740 1.2 -1.2 0.0
H -3.10527 -2.15280 0.32466 0.0 0.0 0.0
H 4.10755 -4.57089 1.43254 -0.1 0.1 0.1
C 3.92137 -3.49785 1.38777 -0.4 -0.1 0.1
P 0.15302 2.03028 -0.53073 -0.4 0.0 -1.2
C 2.51884 -3.23361 0.82164 0.3 -0.8 0.2
H 2.42729 -3.73087 -0.15211 -0.1 0.1 0.1
H -1.99070 2.87500 -1.37356 0.0 0.0 0.0
H 4.00124 -3.06856 2.39668 0.0 -0.1 -0.1
C -0.58058 -1.22203 -2.92723 -0.1 0.1 0.0
H 2.30009 -0.26786 -4.39485 0.1 0.0 -0.1
C -5.88960 1.69740 2.92073 -0.2 0.3 -0.1
C -2.29890 -2.06916 -0.40326 0.0 0.2 0.2
Cl 0.68829 2.69831 2.62997 0.8 0.5 -0.8
H -1.05178 4.06991 -0.45345 -0.1 0.1 -0.1
C 1.46117 -0.25799 -3.71664 0.0 0.0 -0.1
H 1.85344 3.30509 -1.65620 -0.1 -0.1 0.1
O -0.29117 1.73658 3.09143 -1.3 -1.6 0.4
H 4.90924 -1.09361 1.43477 0.0 0.0 -0.1
C 0.48146 -1.23070 -3.81525 0.0 0.0 0.0
H 2.14317 1.48248 -2.70558 0.1 0.1 0.0
H -3.62784 -0.37401 -2.45651 0.1 0.0 0.0
H -1.34076 -1.98449 -3.00239 0.0 -0.1 0.0
C -5.49512 -0.55179 3.71148 0.0 -0.4 0.1
Tc -1.13022 0.81964 1.23942 -2.0 0.6 1.8
C -5.01013 0.60864 3.07582 1.1 0.1 -0.4
C -3.73461 0.66916 2.56531 -0.3 0.0 0.1
S -3.11000 2.01397 1.65908 0.1 0.1 -0.4
O 0.01288 3.47299 1.62433 -0.5 1.0 -0.4
C 1.33089 -1.13037 0.96321 -0.9 0.4 0.0

19
Properties=species:S:1:pos:R:3:forces:R:3 method="wB97M-V/def2-TZVPD" fmax_ha_per_bohr=0.0657 e_above_lowest_ev=5.791 gap_ev="8.7 / 7.1" homo_energy_ev="-9.160 / -8.579" total_energy_ev=-24480.0282 e_lumo_ev="-0.488 / -1.483"
C 0.77447 1.54770 0.18565 0.6 1.4 0.5
H -2.02976 -0.31277 -0.60440 -1.7 1.2 -1.2
N 2.91128 -2.47328 0.10590 -2.3 0.9 1.0
O -0.07266 2.26168 0.69124 -0.4 -0.9 -0.5
C 0.48042 0.54654 -0.92842 -2.6 -0.2 1.7
C 3.31183 1.32719 0.42179 1.6 -0.8 -0.1
H -1.92043 -1.59655 0.55834 0.0 0.0 0.0
C 0.81523 -1.28795 0.94670 -0.9 0.4 -3.0
H -0.43246 0.97243 -1.45467 1.4 -0.5 0.2
H 2.33013 2.52874 1.58514 -1.2 -0.4 -1.3
C 1.94134 -1.93935 0.54386 2.9 -1.7 -0.5
Cl 4.09567 0.11542 -0.31992 0.6 -0.2 -0.9
C -0.07378 -0.83375 -0.28831 1.8 -0.7 -0.1
C -1.50754 -0.64715 0.22099 2.2 -1.3 1.1
H -1.40510 0.02170 1.08655 -0.7 0.2 -0.5
C 2.16536 1.82518 0.70116 -0.9 0.9 1.6
H 0.58424 -1.06018 1.95669 -0.2 0.2 0.6
H 1.30024 0.29876 -1.55241 0.8 0.2 -0.6
H 0.12880 -1.60543 -1.18084 -0.9 1.4 2.2

28
Properties=species:S:1:pos:R:3:forces:R:3 method="wB97M-V/def2-TZVPD" fmax_ha_per_bohr=0.0852 e_above_lowest_ev=3.137 gap_ev=8.3 total_charge=+1 homo_energy_ev=-12.366 total_energy_ev=-18336.2049 e_lumo_ev=-4.067
H -3.12678 -2.22963 -0.81184 -0.1 0.3 -0.3
N 0.07204 -1.37489 0.10065 -4.2 -0.5 1.2
C -1.09719 1.62981 -0.32064 -3.4 -2.4 0.0
H -2.67244 -1.46695 0.72491 0.0 0.6 -1.5
H 0.85330 0.44082 2.67885 1.1 -1.1 -0.9
H -1.53247 0.94092 0.44900 -0.3 0.7 -0.6
H 2.13374 -0.81528 1.98091 0.0 0.4 0.6
H -1.91916 1.94158 -1.05947 1.3 -0.5 1.1
H -0.90058 -0.90879 1.94487 0.0 0.5 -0.7
C -2.40380 -1.54212 -0.37859 1.7 0.2 0.7
H 3.10937 1.93900 -0.36958 0.6 0.6 0.5
H 1.33297 0.32975 0.86409 -0.1 -0.9 2.4
H 1.73258 3.00934 0.10616 -0.3 -0.4 0.8
H -1.24751 -3.16868 0.25881 1.3 0.7 -0.8
C -1.00043 -2.27014 -0.38596 -1.6 -0.2 -1.2
H -2.28387 -0.56084 -0.94996 -0.9 -1.4 1.0
H 2.08943 1.08373 -2.24244 0.0 0.0 -0.5
H 0.02214 -2.23046 2.07901 1.0 -0.9 0.0
H -0.79004 2.42168 0.24863 1.3 2.2 1.0
C 2.28524 2.56007 -0.70316 -0.6 -0.1 0.6
C 0.05463 -1.29102 1.56253 -0.2 2.3 0.3
H -0.33229 0.42041 -2.31274 -0.5 -1.2 -1.2
C 1.18692 -0.28323 1.86351 -0.7 1.2 -0.8
P 0.12823 0.62535 -1.06899 3.1 2.8 -0.7
H 0.92355 -1.74806 -0.12778 2.8 -1.1 -1.0
C 1.49052 1.60554 -1.50512 -1.3 -1.2 -0.1
H 2.60536 3.48012 -1.17939 0.5 -0.4 -1.0
H -0.71344 -2.53803 -1.44628 -0.5 -0.1 1.2

18
Properties=species:S:1:pos:R:3:forces:R:3 method="wB97M-V/def2-TZVPD" fmax_ha_per_bohr=0.0224 e_above_lowest_ev=1.216 gap_ev=9.6 total_charge=+1 homo_energy_ev=-13.981 total_energy_ev=-10820.1880 e_lumo_ev=-4.420
C 0.88163 -1.03682 0.80385 0.2 0.2 0.8
C -0.44440 -1.39686 -1.94092 0.2 -0.1 0.1
H 0.79403 2.60309 0.31965 -0.2 0.0 0.1
H -1.01361 -0.83473 1.43545 0.2 -0.1 -0.1
N -0.17072 -0.34272 1.14995 -0.4 -0.5 0.4
N -1.41742 1.61159 1.33471 -0.3 0.0 0.2
H -2.12557 1.09423 1.83148 0.1 0.1 0.0
H 1.62689 -1.54891 -1.67790 0.2 -0.2 0.0
H -1.31442 -0.76504 -1.97024 -0.2 0.2 0.0
H 1.77735 -0.45864 0.58462 -0.1 -0.2 -0.2
C 0.75020 -0.92376 -1.60416 -0.1 0.0 -1.2
C -0.23167 1.08085 0.97113 0.4 0.4 -0.4
H 0.92405 0.13116 -1.44933 0.0 0.1 0.1
N 0.79226 1.60058 0.45348 0.3 -0.1 0.1
H -1.54196 2.60931 1.28338 0.0 -0.1 0.0
H 1.70679 -2.77263 0.77924 0.0 0.3 0.0
O 0.87350 -2.31761 0.98513 -0.3 0.0 0.2
H -0.60190 -2.43413 -2.20237 0.0 -0.1 0.0